Entry from the Open Molecules 2025 dataset: a cluster of 4 separate species, C18H46FN3O7S in total (wB97M-V/def2-TZVPD).

The geometry in XYZ format:
```
76
Properties=species:S:1:pos:R:3
C -1.891 -3.362 -5.628
C -0.991 -4.509 -5.972
F -0.258 -4.217 -7.089
O 0.004 -4.745 -4.970
S -0.285 -5.688 -3.717
O -1.228 -6.729 -4.092
O -1.122 -4.560 -2.892
C -1.752 -4.995 -1.661
C -0.750 -5.138 -0.524
C -0.503 -3.818 0.203
C 0.623 -3.870 1.238
O 1.769 -3.100 0.894
H -2.616 -3.659 -4.870
H -2.422 -3.048 -6.527
H -1.304 -2.525 -5.243
H -1.517 -5.451 -6.138
H -2.459 -4.189 -1.458
H -2.314 -5.909 -1.864
H 0.199 -5.493 -0.943
H -1.081 -5.909 0.178
H -1.435 -3.472 0.657
H -0.229 -3.052 -0.529
H 0.921 -4.913 1.416
H 0.286 -3.456 2.188
H 2.165 -3.475 0.091
C -0.326 -1.112 -2.395
C -1.467 -0.238 -2.896
C -1.107 1.246 -3.014
O -0.994 1.920 -1.777
C 0.275 1.861 -1.155
N -2.644 -0.482 -2.061
H -0.160 -0.940 -1.330
H -0.572 -2.165 -2.529
H 0.607 -0.905 -2.922
H -1.731 -0.559 -3.910
H -1.909 1.756 -3.554
H -0.180 1.364 -3.591
H 1.078 1.900 -1.900
H 0.406 0.958 -0.553
H 0.364 2.736 -0.512
H -3.453 -0.007 -2.447
H -2.487 -0.068 -1.147
C 1.716 7.364 2.063
C 0.837 6.121 2.013
C 1.533 4.888 1.429
O 1.726 4.928 0.028
C 2.901 5.574 -0.416
N -0.417 6.447 1.337
H 1.836 7.797 1.069
H 1.251 8.121 2.693
H 2.708 7.138 2.459
H 0.580 5.849 3.043
H 0.896 4.017 1.610
H 2.494 4.716 1.932
H 3.733 5.392 0.273
H 2.773 6.653 -0.523
H 3.151 5.153 -1.390
H -1.074 5.679 1.421
H -0.237 6.554 0.343
C 1.367 -0.881 3.479
C 0.502 0.369 3.388
C 0.324 1.109 4.715
O -0.523 0.455 5.642
C 0.107 -0.477 6.496
N -0.770 0.021 2.751
H 0.816 -1.701 3.946
H 1.656 -1.212 2.483
H 2.272 -0.707 4.063
H 1.005 1.079 2.721
H -0.150 2.074 4.516
H 1.302 1.299 5.177
H 1.101 -0.125 6.795
H 0.218 -1.462 6.037
H -0.515 -0.571 7.385
H -1.301 0.860 2.543
H -1.331 -0.502 3.419
```

As for the HOMO energy: -9.1 eV. The energy comes out at -1902.3325 hartree. Its frontier orbital gap is 9.705 eV.

Entry from the Open Molecules 2025 dataset: an isolated molecule of C3H8N2O at a distorted geometry (wB97M-V/def2-TZVPD).

The geometry in XYZ format:
```
14
Properties=species:S:1:pos:R:3
H 2.227 1.474 0.140
N 1.256 1.328 0.024
C 1.048 0.091 0.091
N 1.818 -1.018 -0.108
O -0.163 -0.425 0.053
C -1.221 0.496 -0.087
C -2.466 -0.281 0.038
H 2.837 -0.899 -0.211
H 1.336 -1.819 0.387
H -1.129 1.380 0.598
H -1.146 0.874 -1.089
H -2.399 -1.289 -0.547
H -2.792 -0.608 1.112
H -3.320 0.274 -0.473
```

As for the HOMO energy: -9.6 eV. The value obtained for the energy above the lowest of the compared OMol25 structures with the same formula, charge and spin is 37.7 kcal per mole. The energy comes out at -303.8320 hartree. As for the SMILES: [H]/N=C(\N)OCC. Its frontier orbital gap is 10.480 eV.

Entry from the Open Molecules 2025 dataset: a structure of composition C29H39N3OZr at a distorted geometry (wB97M-V/def2-TZVPD).

The geometry in XYZ format:
```
73
Properties=species:S:1:pos:R:3
Zr 0.050 0.015 -0.795
C -1.482 0.386 0.989
C -0.255 1.019 1.330
C 0.721 -0.041 1.535
C 0.028 -1.263 1.285
C -1.336 -1.018 0.995
C -2.478 -2.021 1.073
C -2.951 -1.991 2.537
C -3.652 -1.608 0.178
C -2.011 -3.440 0.742
C 2.138 -0.052 2.161
C 2.525 -1.506 2.456
C 3.271 0.551 1.283
C 2.101 0.672 3.518
C -0.220 2.559 1.491
C 1.122 3.213 1.154
C -0.639 2.906 2.934
C -1.291 3.199 0.593
H -2.427 0.896 0.895
H 0.431 -2.244 1.472
H -3.319 -1.000 2.815
H -2.140 -2.262 3.220
H -3.766 -2.708 2.675
H -4.065 -0.639 0.474
H -4.458 -2.340 0.265
H -3.369 -1.553 -0.874
H -1.280 -3.807 1.466
H -1.571 -3.512 -0.253
H -2.862 -4.124 0.773
H 2.576 -2.120 1.551
H 1.841 -1.980 3.165
H 3.521 -1.511 2.903
H 3.874 -0.240 0.840
H 3.945 1.156 1.890
H 2.917 1.192 0.482
H 1.210 0.407 4.096
H 2.142 1.752 3.409
H 2.979 0.373 4.098
H 1.913 2.935 1.844
H 1.013 4.297 1.204
H 1.448 2.983 0.139
H 0.072 2.575 3.683
H -1.611 2.462 3.170
H -0.739 3.991 3.022
H -1.138 2.976 -0.464
H -1.233 4.281 0.700
H -2.303 2.905 0.878
O 1.356 1.962 -4.089
C 1.223 1.479 -3.003
N 0.061 1.465 -2.231
C -1.201 1.591 -2.974
C -1.798 0.202 -3.138
C -2.850 -0.042 -3.993
C -3.260 -1.347 -4.204
C -2.609 -2.389 -3.548
C -1.616 -2.080 -2.661
N -1.216 -0.804 -2.435
C 2.356 0.643 -2.432
C 3.646 0.843 -2.847
C 4.613 -0.091 -2.498
C 4.254 -1.209 -1.758
C 2.953 -1.336 -1.338
N 2.004 -0.430 -1.659
H -1.009 2.016 -3.952
H -1.900 2.251 -2.469
H -3.307 0.783 -4.525
H -4.068 -1.557 -4.894
H -2.885 -3.422 -3.714
H -1.109 -2.852 -2.108
H 3.866 1.697 -3.474
H 5.638 0.041 -2.824
H 4.979 -1.968 -1.496
H 2.640 -2.171 -0.732
```

As for the charge: +2. As for the HOMO energy: -15.2 eV. The value obtained for the energy above the lowest of the compared OMol25 structures with the same formula, charge and spin is 2.6 kcal per mole. The energy comes out at -1414.5718 hartree. Its frontier orbital gap is 7.776 eV.

Entry from the Open Molecules 2025 dataset: a cluster of 4 separate species, C6H20O7 in total at a distorted geometry (wB97M-V/def2-TZVPD).

The geometry in XYZ format:
```
33
Properties=species:S:1:pos:R:3
O 1.537 1.662 4.017
C 0.321 1.342 3.329
C -0.262 0.015 3.863
O -1.169 0.248 4.873
H 1.427 1.793 4.961
H -0.356 2.185 3.462
H 0.691 1.267 2.306
H 0.497 -0.706 4.163
H -0.844 -0.412 3.046
H -1.489 -0.649 5.002
O 1.364 1.522 -2.848
C 0.811 2.114 -1.714
C 1.874 1.851 -0.614
O 2.101 0.514 -0.373
H 1.728 0.638 -2.769
H 0.494 3.155 -1.785
H -0.097 1.632 -1.350
H 1.535 2.148 0.378
H 2.797 2.352 -0.907
H 1.300 0.009 -0.211
O -0.707 -3.023 -1.764
C -1.069 -2.543 -3.074
C -1.401 -1.037 -3.096
O -2.244 -0.849 -2.020
H -0.237 -3.855 -1.851
H -0.305 -2.861 -3.784
H -1.863 -3.247 -3.324
H -1.934 -0.737 -3.999
H -0.509 -0.417 -3.187
H -1.750 -1.427 -1.433
O -0.494 -0.667 0.427
H -1.163 -0.398 -0.203
H -0.583 -1.619 0.478
```

As for the HOMO energy: -9.6 eV. The value obtained for the energy above the lowest of the compared OMol25 structures with the same formula, charge and spin is 83.8 kcal per mole. The energy comes out at -767.1735 hartree. As for the SMILES: OCCO.OCCO.OCCO.O. Its frontier orbital gap is 9.804 eV.

Entry from the Open Molecules 2025 dataset: a structure of composition C5H6S at a distorted geometry (wB97M-V/def2-TZVPD).

The geometry in XYZ format:
```
12
Properties=species:S:1:pos:R:3
C -0.454 -1.305 -0.474
C 0.039 -2.138 0.349
C -1.038 -0.067 -1.002
C -0.556 0.528 0.317
C 0.247 -0.699 0.836
S 2.474 -0.525 -0.150
H -0.404 0.349 -1.781
H -2.100 -0.002 -1.123
H 0.236 1.328 0.128
H -1.262 0.891 0.921
H 0.399 -0.669 1.962
H 3.201 0.616 0.246
```

As for the HOMO energy: -8.6 eV. The value obtained for the energy above the lowest of the compared OMol25 structures with the same formula, charge and spin is 144.3 kcal per mole. The energy comes out at -592.0420 hartree. Its frontier orbital gap is 8.450 eV.

Entry from the Open Molecules 2025 dataset: a structure of composition C6H8O5Zn at a distorted geometry (wB97M-V/def2-TZVPD).

The geometry in XYZ format:
```
20
Properties=species:S:1:pos:R:3
Zn -2.320 -0.032 2.004
O -0.790 -0.881 2.114
O 1.253 -0.211 1.488
C 2.313 -0.748 0.691
C 1.800 -2.144 0.337
O 0.395 -2.063 0.610
C 0.099 -0.867 1.187
H 2.460 -0.114 -0.193
H 3.224 -0.756 1.298
H 2.232 -2.926 0.972
H 1.936 -2.394 -0.721
O -1.743 0.748 0.204
C -2.112 1.804 -0.757
C -0.994 1.677 -1.793
O -0.171 0.585 -1.257
C -0.679 0.103 -0.208
H -3.108 1.549 -1.126
H -2.113 2.750 -0.212
H -0.346 2.554 -1.856
H -1.335 1.365 -2.783
```

As for the charge: +2. As for the HOMO energy: -17.8 eV. The energy comes out at -2388.1799 hartree. Its frontier orbital gap is 6.370 eV.